# 1
Here is a cluster of 2 separate species, C5H8NO in total at a distorted geometry from the OMol25 dataset. Energies are from ωB97M-V/def2-TZVPD.

## Properties
Net charge   +1
Relative energy (zero: lowest compared OMol25 entry of this formula, charge and spin)   654.0 kJ/mol
LUMO level (alpha / beta)   -5.5350 / -7.3227 eV
HOMO-LUMO gap (alpha / beta)   10.036 / 5.776 eV
Spin multiplicity   1
HOMO level (alpha / beta)   -15.6 / -13.1 eV

CARTESIAN COORDINATES (ANGSTROEM)
C: 0.36 -2.96 2.75
C: 0.29 1.60 -1.59
C: -0.18 0.73 -0.52
C: 0.45 -2.19 1.67
C: -0.56 2.50 -2.26
N: 0.66 -0.03 0.12
O: -0.03 -0.92 1.66
H: 0.59 -4.08 2.82
H: -0.11 -2.72 3.70
H: 1.32 1.51 -1.65
H: -1.24 0.89 -0.07
H: 1.04 -2.51 0.87
H: -1.01 1.90 -3.21
H: -1.39 2.91 -1.62
H: -0.17 3.36 -2.67

Charges obtained by natural (NBO) population analysis, quoted in units of e:
1 C -0.16
2 C -0.01
3 C -0.09
4 C 0.20
5 C -0.69
6 N 0.03
7 O -0.27
8 H 0.25
9 H 0.24
10 H 0.22
11 H 0.28
12 H 0.21
13 H 0.28
14 H 0.25
15 H 0.26

---

# 2
Here is an isolated molecule of C6H9N from the OMol25 dataset. Energies are from ωB97M-V/def2-TZVPD.

## Properties
SMILES string   C=C1NC=C[C@H]1C
Relative energy (zero: lowest compared OMol25 entry of this formula, charge and spin)   153.9 kJ/mol
LUMO level   1.1045 eV
HOMO-LUMO gap   8.703 eV
Spin multiplicity   1
HOMO level   -7.6 eV

CARTESIAN COORDINATES (ANGSTROEM)
C: 1.24 1.64 0.17
C: 0.75 0.41 0.38
N: 1.19 -0.66 1.18
C: 0.13 -1.58 1.31
C: -0.84 -1.33 0.42
C: -0.34 -0.23 -0.46
C: -1.26 0.59 -1.34
H: 0.63 2.34 -0.38
H: 2.25 1.96 0.41
H: 1.85 -0.53 1.92
H: 0.22 -2.40 2.00
H: -1.77 -1.88 0.31
H: 0.42 -0.68 -1.13
H: -2.02 -0.07 -1.78
H: -0.67 1.00 -2.17
H: -1.77 1.42 -0.84

Charges obtained by natural (NBO) population analysis, quoted in units of e:
1 C -0.54
2 C 0.22
3 N -0.61
4 C -0.01
5 C -0.28
6 C -0.29
7 C -0.60
8 H 0.21
9 H 0.20
10 H 0.40
11 H 0.21
12 H 0.22
13 H 0.22
14 H 0.22
15 H 0.22
16 H 0.21

---

# 3
Here is a structure of composition C54H41BrF5N11O4PSeSn at a distorted geometry from the OMol25 dataset. Energies are from ωB97M-V/def2-TZVPD.

## Properties
Net charge   +1
Relative energy (zero: lowest compared OMol25 entry of this formula, charge and spin)   0.0 kJ/mol
LUMO level   -3.3412 eV
HOMO-LUMO gap   5.792 eV
Spin multiplicity   1
HOMO level   -9.1 eV

CARTESIAN COORDINATES (ANGSTROEM)
Sn: -1.33 -0.65 0.69
F: -5.68 -4.58 6.51
C: -4.75 -4.33 5.59
C: -4.05 -5.37 4.98
F: -4.28 -6.63 5.33
C: -3.10 -5.08 4.00
F: -2.42 -6.10 3.49
C: -2.84 -3.78 3.58
P: -1.70 -3.34 2.16
C: -0.10 -3.82 2.85
C: 0.89 -4.16 1.93
C: 2.18 -4.39 2.35
C: 2.50 -4.24 3.69
C: 1.53 -3.87 4.61
C: 0.23 -3.67 4.19
C: -2.03 -4.67 0.95
C: -2.84 -4.31 -0.13
C: -3.05 -5.17 -1.18
C: -2.47 -6.43 -1.17
C: -1.66 -6.80 -0.11
C: -1.42 -5.93 0.94
C: -3.53 -2.76 4.23
Br: -3.20 -0.93 3.85
C: -4.47 -3.03 5.21
F: -5.13 -2.02 5.80
H: 0.63 -4.23 0.88
H: 2.94 -4.64 1.63
H: 3.52 -4.41 4.02
H: 1.80 -3.73 5.64
H: -0.54 -3.39 4.91
H: -3.27 -3.32 -0.13
H: -3.66 -4.86 -2.01
H: -2.64 -7.11 -1.99
H: -1.20 -7.78 -0.09
H: -0.77 -6.22 1.75
O: -2.02 2.30 1.37
C: -1.74 2.90 2.60
C: -0.83 2.11 3.51
C: -0.35 2.71 4.68
C: 0.47 1.98 5.51
C: 0.79 0.67 5.17
C: 0.26 0.16 3.99
N: -0.53 0.86 3.18
H: -1.18 2.08 0.94
H: -2.71 3.03 3.11
H: -1.30 3.90 2.45
H: -0.62 3.72 4.92
H: 0.86 2.42 6.42
H: 1.43 0.07 5.79
H: 0.48 -0.85 3.68
C: 6.39 2.31 0.35
C: 5.68 1.56 -0.76
N: 4.24 1.56 -0.56
C: 3.72 0.56 0.20
C: 2.40 0.39 0.50
C: 2.02 -0.82 1.38
O: 2.92 -1.29 2.06
O: 0.83 -1.22 1.31
C: 1.46 1.34 0.01
O: 0.23 1.31 0.16
C: 2.04 2.47 -0.72
C: 1.19 3.50 -1.14
C: 1.67 4.57 -1.84
F: 0.77 5.53 -2.17
C: 3.02 4.68 -2.18
C: 3.87 3.66 -1.75
C: 3.42 2.56 -1.01
N: 3.54 5.72 -2.97
C: 4.73 6.43 -2.54
C: 5.56 6.76 -3.80
N: 4.64 6.80 -4.97
C: 3.40 7.52 -4.61
C: 2.61 6.65 -3.61
H: 7.46 2.32 0.16
H: 6.22 1.82 1.30
H: 6.03 3.33 0.43
H: 6.00 0.51 -0.78
H: 5.90 1.99 -1.74
H: 4.41 -0.16 0.60
H: 0.14 3.44 -0.88
H: 4.92 3.73 -2.00
H: 5.31 5.82 -1.86
H: 4.46 7.36 -2.02
H: 6.33 6.01 -3.99
H: 6.04 7.74 -3.70
H: 4.37 5.83 -5.20
H: 5.10 7.22 -5.78
H: 2.79 7.72 -5.49
H: 3.68 8.48 -4.16
H: 1.86 6.06 -4.14
H: 2.10 7.30 -2.90
Se: -6.10 -1.86 -6.07
N: -6.35 -2.13 -4.35
C: -5.35 -1.60 -3.67
C: -5.22 -1.60 -2.24
C: -6.19 -2.18 -1.41
C: -6.03 -2.09 -0.05
C: -4.89 -1.45 0.44
N: -3.96 -0.93 -0.32
C: -4.10 -0.97 -1.65
C: -3.10 -0.33 -2.47
N: -2.07 0.28 -1.87
C: -1.17 0.89 -2.60
C: -1.21 0.95 -3.99
C: -2.25 0.33 -4.64
C: -3.22 -0.32 -3.88
C: -4.35 -0.97 -4.48
N: -4.59 -1.01 -5.78
H: -7.04 -2.66 -1.86
H: -6.76 -2.51 0.63
H: -4.74 -1.35 1.51
H: -0.37 1.37 -2.06
H: -0.44 1.47 -4.54
H: -2.33 0.33 -5.72
N: 1.43 -2.46 -4.86
C: 0.85 -2.73 -3.90
N: 0.19 -3.10 -2.86
C: -0.30 -2.55 -1.87
N: -0.85 -2.18 -0.89

These are the Löwdin partial charges, in e, on atoms 1 to 99:
1 Sn 1.28
2 F 0.14
3 C -0.13
4 C -0.12
5 F 0.13
6 C -0.20
7 F 0.11
8 C -0.29
9 P 1.05
10 C -0.38
11 C -0.11
12 C -0.07
13 C -0.08
14 C -0.08
15 C -0.09
16 C -0.36
17 C -0.12
18 C -0.07
19 C -0.07
20 C -0.06
21 C -0.10
22 C -0.57
23 Br 0.86
24 C -0.26
25 F 0.08
26 H 0.11
27 H 0.11
28 H 0.10
29 H 0.10
30 H 0.11
31 H 0.06
32 H 0.10
33 H 0.10
34 H 0.11
35 H 0.10
36 O -0.12
37 C -0.21
38 C -0.27
39 C -0.03
40 C -0.06
41 C -0.04
42 C -0.15
43 N 0.05
44 H 0.00
45 H 0.13
46 H 0.13
47 H 0.11
48 H 0.11
49 H 0.11
50 H 0.09
51 C -0.05
52 C -0.18
53 N -0.03
54 C 0.05
55 C 0.01
56 C -0.62
57 O 0.05
58 O -0.20
59 C -0.29
60 O -0.14
61 C -0.04
62 C 0.08
63 C -0.18
64 F 0.06
65 C -0.14
66 C 0.06
67 C -0.12
68 N -0.11
69 C -0.12
70 C -0.08
71 N 0.05
72 C -0.08
73 C -0.13
74 H 0.08
75 H 0.08
76 H 0.07
77 H 0.13
78 H 0.11
79 H 0.15
80 H 0.14
81 H 0.10
82 H 0.13
83 H 0.14
84 H 0.14
85 H 0.14
86 H 0.19
87 H 0.19
88 H 0.14
89 H 0.14
90 H 0.14
91 H 0.14
92 Se 1.15
93 N -0.24
94 C -0.33
95 C -0.08
96 C 0.02
97 C -0.02
98 C -0.14
99 N 0.05

---

# 4
Here is a structure of composition C4H10N4 at a distorted geometry from the OMol25 dataset. Energies are from ωB97M-V/def2-TZVPD.

## Properties
Relative energy (zero: lowest compared OMol25 entry of this formula, charge and spin)   633.0 kJ/mol
LUMO level (alpha / beta)   0.2776 / 0.2770 eV
HOMO-LUMO gap (alpha / beta)   6.231 / 6.229 eV
Spin multiplicity   1
HOMO level (alpha / beta)   -6.0 / -6.0 eV

CARTESIAN COORDINATES (ANGSTROEM)
C: -1.22 -1.66 -1.34
C: 1.16 0.96 -1.08
N: -1.39 -0.29 -0.91
C: 0.31 0.35 1.10
N: 1.34 0.92 1.80
C: -0.85 -0.08 1.99
N: -1.23 -1.13 1.49
N: 0.14 0.52 -0.18
H: -1.39 0.44 -1.62
H: 1.16 1.29 2.72
H: 2.19 1.20 1.36
H: -0.95 0.30 3.02
H: -1.59 -2.33 -0.56
H: -1.78 -1.82 -2.27
H: -0.18 -1.94 -1.51
H: 2.07 0.36 -1.02
H: 0.80 0.90 -2.11
H: 1.42 2.01 -0.89

Charges obtained by natural (NBO) population analysis, quoted in units of e:
1 C -0.45
2 C -0.44
3 N -0.35
4 C 0.48
5 N -0.79
6 C -0.11
7 N -0.53
8 N -0.30
9 H 0.34
10 H 0.40
11 H 0.38
12 H 0.12
13 H 0.25
14 H 0.20
15 H 0.19
16 H 0.20
17 H 0.22
18 H 0.20

---

# 5
Here is a structure of composition C48H43Cl2CuN4O7SSi from the OMol25 dataset. Energies are from ωB97M-V/def2-TZVPD.

## Properties
Net charge   -1
LUMO level (alpha / beta)   2.3525 / 1.9520 eV
HOMO-LUMO gap (alpha / beta)   7.208 / 6.853 eV
Spin multiplicity   2
HOMO level (alpha / beta)   -4.9 / -4.9 eV

CARTESIAN COORDINATES (ANGSTROEM)
Cu: -0.51 1.70 -0.04
O: -4.09 -4.32 -1.64
C: -4.69 -3.90 -0.44
N: -4.30 -2.57 -0.03
C: -5.14 -1.51 -0.08
O: -6.34 -1.60 -0.27
C: -4.51 -0.17 0.18
C: -5.30 0.83 0.73
C: -4.76 2.07 0.98
C: -3.43 2.29 0.65
N: -2.67 1.36 0.08
C: -3.19 0.15 -0.14
H: -3.14 -4.12 -1.59
H: -4.46 -4.59 0.38
H: -5.77 -3.89 -0.60
H: -3.31 -2.42 0.10
H: -6.34 0.61 0.95
H: -5.35 2.86 1.43
H: -2.96 3.24 0.84
H: -2.53 -0.57 -0.61
Cl: -0.20 7.33 -0.34
C: 0.63 5.83 0.10
Cl: -0.44 4.69 0.93
H: 1.43 6.08 0.78
H: 0.99 5.35 -0.81
C: 0.61 -5.52 6.25
C: 1.31 -4.67 5.22
C: 2.24 -5.26 4.37
C: 2.88 -4.50 3.40
C: 2.61 -3.15 3.29
C: 1.69 -2.54 4.15
N: 1.37 -1.18 4.04
C: 2.11 -0.20 3.42
C: 3.52 -0.23 3.42
C: 4.26 0.79 2.85
C: 3.62 1.88 2.28
C: 2.24 1.93 2.29
C: 1.47 0.92 2.84
C: -0.04 1.07 2.84
O: -0.71 0.45 3.68
O: -0.54 1.84 1.95
C: 1.04 -3.31 5.12
C: 0.04 -2.66 6.05
H: 0.85 -6.57 6.12
H: -0.48 -5.40 6.19
H: 0.91 -5.23 7.26
H: 2.45 -6.32 4.45
H: 3.59 -4.96 2.72
H: 3.08 -2.57 2.51
H: 0.38 -0.92 4.08
H: 4.02 -1.05 3.91
H: 5.34 0.73 2.85
H: 4.20 2.68 1.83
H: 1.72 2.78 1.86
H: 0.20 -1.58 6.10
H: 0.10 -3.07 7.05
H: -0.98 -2.82 5.68
O: 1.37 1.00 -0.44
C: 1.13 -0.21 -0.22
N: -0.06 -0.66 0.15
S: -0.07 -2.27 0.34
O: -0.38 -2.66 1.68
O: -0.90 -2.87 -0.69
C: 1.64 -2.52 -0.08
C: 2.39 -3.67 -0.15
C: 3.73 -3.54 -0.52
C: 4.26 -2.29 -0.82
C: 3.49 -1.14 -0.75
C: 2.17 -1.27 -0.37
H: 1.96 -4.63 0.09
H: 4.36 -4.42 -0.58
H: 5.31 -2.21 -1.10
H: 3.88 -0.16 -0.99
C: 2.39 5.79 -3.34
C: 2.89 4.64 -2.76
C: 2.05 3.57 -2.48
C: 0.68 3.61 -2.80
C: 0.20 4.79 -3.38
C: 1.03 5.87 -3.64
Si: -0.46 2.16 -2.37
C: -2.02 2.47 -3.44
C: -3.20 2.98 -2.91
C: -4.33 3.19 -3.70
C: -4.28 2.90 -5.06
C: -3.10 2.41 -5.61
C: -1.99 2.19 -4.81
C: 0.29 0.62 -3.21
C: -0.41 -0.59 -3.11
C: 0.10 -1.77 -3.65
C: 1.32 -1.76 -4.30
C: 2.03 -0.57 -4.42
C: 1.51 0.60 -3.88
H: 3.04 6.63 -3.55
H: 3.95 4.57 -2.52
H: 2.44 2.69 -1.98
H: -0.85 4.86 -3.65
H: 0.63 6.77 -4.08
H: -3.25 3.21 -1.85
H: -5.24 3.58 -3.26
H: -5.15 3.06 -5.68
H: -3.06 2.18 -6.67
H: -1.08 1.79 -5.25
H: -1.37 -0.62 -2.61
H: -0.46 -2.69 -3.53
H: 1.72 -2.68 -4.72
H: 2.98 -0.55 -4.94
H: 2.08 1.52 -3.99

These are the Löwdin partial charges, in e, on atoms 1 to 99:
1 Cu 0.34
2 O -0.03
3 C -0.24
4 N 0.11
5 C -0.44
6 O 0.06
7 C -0.09
8 C 0.01
9 C -0.03
10 C -0.12
11 N 0.04
12 C -0.04
13 H 0.07
14 H 0.13
15 H 0.12
16 H 0.11
17 H 0.12
18 H 0.11
19 H 0.09
20 H 0.09
21 Cl 0.50
22 C -0.98
23 Cl 0.61
24 H 0.03
25 H -0.02
26 C -0.06
27 C -0.24
28 C -0.07
29 C -0.09
30 C -0.05
31 C -0.19
32 N 0.11
33 C -0.18
34 C -0.04
35 C -0.10
36 C -0.10
37 C -0.04
38 C -0.07
39 C -0.58
40 O 0.02
41 O -0.15
42 C -0.16
43 C -0.03
44 H 0.07
45 H 0.08
46 H 0.08
47 H 0.10
48 H 0.10
49 H 0.10
50 H 0.10
51 H 0.11
52 H 0.09
53 H 0.09
54 H 0.09
55 H 0.08
56 H 0.07
57 H 0.10
58 O -0.06
59 C -0.51
60 N -0.02
61 S 0.64
62 O -0.27
63 O -0.33
64 C -0.21
65 C -0.04
66 C -0.07
67 C -0.06
68 C 0.01
69 C -0.12
70 H 0.12
71 H 0.10
72 H 0.10
73 H 0.12
74 C -0.11
75 C -0.10
76 C -0.13
77 C -0.28
78 C -0.10
79 C -0.11
80 Si 0.78
81 C -0.28
82 C -0.11
83 C -0.09
84 C -0.11
85 C -0.09
86 C -0.10
87 C -0.28
88 C -0.11
89 C -0.09
90 C -0.10
91 C -0.10
92 C -0.09
93 H 0.10
94 H 0.10
95 H 0.09
96 H 0.10
97 H 0.10
98 H 0.08
99 H 0.10

---

# 6
Here is a structure of composition C7H11NO at a distorted geometry from the OMol25 dataset. Energies are from ωB97M-V/def2-TZVPD.

## Properties
Relative energy (zero: lowest compared OMol25 entry of this formula, charge and spin)   330.4 kJ/mol
LUMO level   0.5449 eV
HOMO-LUMO gap   8.640 eV
Spin multiplicity   1
HOMO level   -8.1 eV

CARTESIAN COORDINATES (ANGSTROEM)
C: -0.99 0.83 -0.14
C: -0.81 -0.19 -1.22
C: -0.27 2.15 -0.25
C: 1.56 -1.22 -1.24
C: 0.14 -1.16 0.86
C: -0.57 -0.19 1.53
C: 0.30 -0.89 -0.50
O: 0.69 -2.27 1.46
N: -0.62 0.25 2.70
H: 0.80 -2.06 2.40
H: -2.01 0.94 0.21
H: -1.43 0.83 2.90
H: -0.49 0.23 -2.17
H: -1.68 -0.82 -1.40
H: -0.23 2.66 0.71
H: 0.75 2.02 -0.61
H: -0.80 2.82 -0.94
H: 1.35 -1.54 -2.26
H: 2.23 -0.36 -1.28
H: 2.10 -2.04 -0.76

Charges obtained by natural (NBO) population analysis, quoted in units of e:
1 C -0.21
2 C -0.48
3 C -0.63
4 C -0.67
5 C 0.14
6 C 0.30
7 C 0.12
8 O -0.67
9 N -0.71
10 H 0.49
11 H 0.20
12 H 0.36
13 H 0.22
14 H 0.23
15 H 0.22
16 H 0.20
17 H 0.21
18 H 0.22
19 H 0.23
20 H 0.24

---

What electronic energy values result from the calculations? In sequence: -8837.9829 -7856.5648 -245335.2444 -10264.2905 -159170.2230 -10971.8514 eV.